Entry 1:
Computed, not measured: C40H41N6OPbS as an isolated structure at a distorted geometry, with ωB97M-V/def2-TZVPD.

Output
- Charge: +3
- Kohn-Sham gap: 6.68 eV
- Molecular weight: 861.076 Da

Structure (XYZ):
```
90
Properties=species:S:1:pos:R:3:forces:R:3
Pb -2.80343 -0.73457 0.37617 0.1 -0.1 -0.7
C 2.73034 0.86701 3.98375 1.2 0.3 -0.4
N 2.75196 1.45919 2.60341 -1.1 -0.3 0.2
C 3.31481 0.56975 1.55363 0.8 0.1 2.1
C 1.45018 1.84127 2.12276 -0.4 -0.7 1.7
C 0.28413 1.24436 2.63249 0.3 -0.8 -1.3
C -0.96892 1.60169 2.13137 0.5 0.1 1.3
C -1.09730 2.69783 1.29604 0.3 -0.4 -0.6
C 0.04032 3.21145 0.70226 0.6 1.0 0.6
C 1.30495 2.85735 1.19133 -0.5 0.3 -0.1
N 2.44561 3.56671 0.80575 0.1 0.0 -1.0
C 3.09379 4.23348 1.66539 -1.4 -0.6 1.2
C 2.70139 4.38811 3.09802 -0.5 0.1 -1.8
C 3.65033 4.35905 3.98801 2.2 0.1 2.3
C 5.06406 4.17676 3.60660 -0.1 -0.3 -0.8
C 5.43364 4.24626 2.29566 1.6 0.7 1.0
C 4.44952 4.58657 1.30404 1.0 -0.2 -0.7
N 4.77750 5.00603 0.12113 -0.5 0.2 -0.5
C 3.81312 5.26737 -1.01444 1.8 1.4 0.5
C 6.18292 5.33795 -0.14303 0.3 0.7 -0.1
H 2.04219 1.41673 4.65555 0.3 -0.3 -0.5
H 3.76428 0.94685 4.41496 -0.9 0.0 -0.4
H 2.51472 -0.21122 3.97284 -0.3 0.2 0.0
H 2.69357 -0.32889 1.44775 -0.1 0.2 -0.5
H 4.28782 0.22565 1.95389 -0.2 0.2 -0.6
H 3.42690 1.20486 0.68562 0.1 -0.5 -0.5
H 0.38598 0.38797 3.30415 -0.1 0.4 -0.1
H -1.80749 1.11120 2.59085 -0.5 0.1 0.1
H -2.03202 3.19716 1.13648 -0.5 -0.2 -0.3
H -0.01633 4.09203 0.06529 -0.1 -0.2 0.0
H 1.66629 4.47683 3.34404 -0.5 0.0 0.1
H 3.50009 4.44722 5.07081 -0.4 0.0 -0.5
H 5.82036 3.96754 4.38481 -0.6 0.2 -0.5
H 6.52595 4.24497 2.03953 -1.4 -0.2 0.2
H 4.26451 6.13082 -1.55540 -0.5 -0.8 0.2
H 2.85701 5.56970 -0.66334 -0.7 0.1 0.5
H 3.72673 4.40084 -1.63358 0.1 -0.5 -0.3
H 6.51009 6.09710 0.58616 0.0 -0.5 -0.1
H 6.21623 5.85936 -1.09783 0.2 -0.4 -0.1
H 6.84321 4.45800 -0.11705 -0.3 0.3 -0.2
C -1.61519 -1.37129 -4.21097 -1.4 0.5 -0.6
C -1.56105 -1.24594 -2.83714 -0.7 0.6 -0.2
N -2.43235 -0.47572 -2.16167 -0.4 0.3 -0.1
C -3.35822 0.27332 -2.87041 -0.3 -0.6 0.0
C -3.47476 0.17695 -4.31313 0.2 0.1 1.5
C -2.58377 -0.70966 -4.95640 0.2 0.9 1.7
C -4.47129 0.97215 -5.02145 1.5 -1.1 -0.5
C -5.29276 1.75933 -4.35568 -1.5 1.0 0.9
C -5.29030 1.80127 -2.92892 -0.4 -0.1 1.7
C -6.31732 2.47164 -2.20697 -0.6 1.4 -2.2
C -6.25518 2.63377 -0.86144 -0.9 0.1 -0.5
C -5.30355 1.92535 -0.20456 1.3 -1.4 0.9
N -4.39854 1.12500 -0.78366 0.0 0.3 -0.1
C -4.35330 1.10381 -2.13069 0.4 -0.4 -1.3
H -0.97344 -2.05815 -4.68508 0.9 -0.5 -0.5
H -0.75660 -1.78398 -2.35792 -0.2 0.1 0.8
H -2.61160 -0.74830 -6.00903 0.0 -0.4 -1.1
H -4.48415 0.90329 -6.09819 -0.1 0.0 -0.1
H -6.08775 2.38141 -4.77373 0.5 -0.3 -0.5
H -7.14384 2.99281 -2.77210 1.0 -0.7 0.5
H -6.99137 3.18720 -0.30432 -0.1 0.2 0.0
H -5.35792 1.94013 0.87072 0.4 -0.1 0.4
N -1.26450 -2.54004 0.25269 -0.8 -1.3 -0.9
S -1.51416 -4.07707 -0.43365 1.3 1.0 1.5
C 0.02985 -4.44344 -1.31439 -0.9 -0.4 0.0
C 1.17384 -3.68641 -1.21758 0.5 0.3 0.6
C 2.32841 -4.01609 -1.92052 -0.5 -0.6 -1.4
C 2.22271 -5.01105 -2.93279 -2.3 0.9 2.3
C 1.02404 -5.74468 -3.05534 1.4 0.9 -0.2
C -0.04213 -5.49296 -2.20245 0.3 -1.1 -1.0
C -1.48822 -5.26799 0.97880 -0.6 0.3 -1.3
C -2.73681 -5.64808 1.45342 0.7 -0.1 0.9
C -2.79191 -6.56596 2.50617 -0.1 -0.1 -0.5
C -1.63612 -7.19598 2.94489 -0.7 0.4 0.3
C -0.43994 -6.72508 2.45820 1.6 -1.7 1.4
C -0.31292 -5.82849 1.46720 -0.5 1.8 -1.9
H -0.66964 -2.65337 1.06433 0.2 0.0 0.2
H 1.14431 -2.82073 -0.58356 0.2 0.3 0.3
H 3.24219 -3.43323 -1.80651 -0.3 -0.2 0.0
H 2.96889 -5.12544 -3.63185 1.7 -0.5 -1.2
H 0.96677 -6.43143 -3.89565 -0.3 -0.2 0.4
H -0.85593 -6.19154 -2.32779 -0.6 0.3 0.3
H -3.65451 -5.23623 1.09648 -0.4 0.3 -0.3
H -3.75814 -6.77725 2.92477 -0.2 -0.4 0.1
H -1.63764 -8.01655 3.65995 -0.2 0.4 0.0
H 0.47476 -7.11772 2.88064 0.1 -0.3 -0.1
H 0.61656 -5.57427 0.96884 0.2 -0.1 0.5
O -4.47163 -2.51264 -0.53401 1.5 0.4 -0.5
H -5.36472 -2.74034 -0.31492 -0.9 -0.3 0.0
H -4.24823 -2.85868 -1.41848 -0.4 0.1 0.5
```
Forces are in eV/Å.



Entry 2:
Computed, not measured: a 4-piece molecular cluster, C5H18NO4 overall at a distorted geometry, with ωB97M-V/def2-TZVPD.

Output
- Charge: +1
- Kohn-Sham gap: 9.48 eV
- Energy relative to the best compared isomer or geometry (same formula, charge and spin): 226.79 kJ/mol
- Molecular weight: 156.202 Da

Structure (XYZ):
```
28
Properties=species:S:1:pos:R:3:forces:R:3
C 1.17560 1.14899 2.05043 -1.4 3.6 0.1
O -0.30559 0.92271 1.95075 0.4 0.1 1.0
C 2.08454 0.04622 1.59053 0.3 -1.3 1.8
C 1.62754 -0.63991 0.34820 -2.7 -1.9 0.5
C 1.15869 0.30227 -0.76835 2.1 -2.6 0.4
C -0.05412 0.18786 -2.83422 -0.3 -3.4 0.8
N 0.46949 -0.45497 -1.82628 0.0 5.2 -1.9
H 1.25479 2.05582 1.31151 0.6 -1.3 1.6
H 1.38233 1.50065 3.12170 0.0 -0.5 -1.7
H -0.78024 1.58904 2.53042 1.3 -1.2 -0.7
H 2.15636 -0.76564 2.36199 -0.3 0.7 -0.4
H 3.12028 0.37549 1.57723 0.0 0.7 -0.3
H 2.30960 -1.42503 0.03834 0.4 0.2 -0.3
H 0.70856 -1.25901 0.78898 1.4 1.3 -1.5
H 0.62463 1.04235 -0.28238 -2.1 1.3 0.2
H 2.00662 0.78879 -1.19275 0.8 0.3 -0.6
H -0.74066 -0.37091 -3.50103 0.9 0.3 0.3
H 0.11555 1.21636 -3.03175 0.2 0.9 0.4
H 0.32871 -1.40196 -1.70468 -0.8 -2.4 0.4
H -0.95006 -3.58857 0.23542 0.5 -0.3 -0.1
H -2.31195 -3.03586 0.43873 0.5 0.3 -0.7
O -1.52374 -2.91919 -0.13737 -0.9 0.0 0.7
H -1.65293 1.71765 0.73042 2.2 -0.9 2.3
H -3.03088 1.28475 0.20188 0.8 0.9 0.3
O -2.26314 1.88944 0.07471 -3.2 0.2 -2.6
H -2.25894 0.67173 -1.48083 -0.1 2.1 0.4
H -2.42472 -0.64608 -0.89263 -0.3 -1.4 1.7
O -2.22633 -0.23297 -1.69897 -0.1 -0.8 -2.2
```
Forces are in eV/Å.



Entry 3:
Computed, not measured: a 2-piece molecular cluster, C19H11FI2O4 overall, with ωB97M-V/def2-TZVPD.

Output
- Kohn-Sham gap: 7.46 eV
- Structure (SMILES): C/C(I)=C(\I)c1ccc2c(c1)C(=O)C(F)=CC2=O.O=C1C=CC(=O)C=C1
- Molecular weight: 576.099 Da

Structure (XYZ):
```
37
Properties=species:S:1:pos:R:3:forces:R:3
C 3.84288 2.79728 0.97007 0.1 -0.3 0.0
C 2.43147 2.37019 0.78871 -0.2 0.1 -0.2
I 1.78589 1.15447 2.37809 -0.1 -0.1 0.0
C 1.59350 2.66445 -0.20011 0.2 -0.2 0.4
I 2.17830 3.94014 -1.74657 0.0 0.1 -0.2
C 0.22377 2.13082 -0.33618 -0.6 0.0 0.0
C 0.04298 0.86905 -0.91495 -0.8 0.2 0.2
C -1.23339 0.30840 -1.00356 0.3 0.7 0.3
C -2.33805 1.02041 -0.52855 0.7 0.0 -0.1
C -2.15957 2.29100 0.02840 0.6 -0.2 -0.2
C -0.88592 2.85466 0.12271 0.2 -0.7 -0.3
C -3.31400 3.04906 0.54872 0.1 -0.4 -0.2
O -3.21350 4.09704 1.11751 0.1 0.9 0.4
C -4.64289 2.42563 0.34287 -0.3 -0.4 -0.2
F -5.65863 3.17092 0.74162 -0.2 0.1 0.1
C -4.82630 1.21203 -0.17356 -0.3 0.5 0.2
C -3.68922 0.41182 -0.62446 0.2 0.4 0.2
O -3.85045 -0.69853 -1.05778 -0.1 -0.8 -0.3
H 4.19778 3.38297 0.13368 0.0 0.2 -0.1
H 3.95649 3.33787 1.90361 0.0 0.2 0.1
H 4.47117 1.91371 1.05131 0.1 -0.1 0.0
H 0.89370 0.31782 -1.26706 0.3 -0.2 -0.1
H -1.37408 -0.67144 -1.42787 -0.1 -0.1 -0.1
H -0.76548 3.83009 0.56530 0.0 0.1 0.1
H -5.81083 0.78795 -0.27910 -0.2 -0.1 0.0
O 0.57475 -6.33106 0.93372 0.0 0.0 0.0
C 1.00334 -5.30104 0.46324 0.0 0.0 0.0
C 0.73897 -3.98884 1.10748 0.0 0.0 0.0
C 1.20920 -2.85606 0.59197 0.0 0.1 0.1
C 2.02069 -2.86144 -0.65344 0.0 0.0 0.0
O 2.45284 -1.83452 -1.13217 0.0 0.1 0.0
C 2.28611 -4.17172 -1.29787 0.0 0.0 0.0
C 1.81499 -5.30209 -0.78060 0.0 0.0 0.0
H 0.14597 -4.01386 2.01269 0.0 0.0 0.0
H 1.02381 -1.89048 1.05720 0.1 -0.1 -0.1
H 2.87897 -4.14724 -2.20328 0.0 0.0 0.0
H 1.99472 -6.26946 -1.23180 0.0 0.0 0.0
```
Forces are in eV/Å.



Entry 4:
Computed, not measured: C4H6KO3 as an isolated structure at a distorted geometry, with ωB97M-V/def2-TZVPD.

Output
- Charge: -1
- Kohn-Sham gap: 3.49 eV
- Energy relative to the best compared isomer or geometry (same formula, charge and spin): 400.23 kJ/mol
- Molecular weight: 141.187 Da

Structure (XYZ):
```
14
Properties=species:S:1:pos:R:3:forces:R:3
O 2.28652 0.07409 -0.18896 -0.3 -1.1 -0.3
C 1.28016 0.97911 -0.00569 0.6 1.9 0.4
O 1.69429 2.13277 0.21419 -0.3 -0.5 0.0
C 1.85880 -1.30956 -0.52935 0.4 0.0 -0.2
H 2.39222 -1.51119 -1.48137 -0.1 0.0 0.2
C 2.47686 -2.22730 0.51726 0.1 -0.2 0.2
H 3.56891 -2.07560 0.66991 -0.2 0.0 0.0
H 2.00020 -2.11751 1.50804 0.1 0.0 -0.2
H 2.33517 -3.27866 0.21225 0.0 0.2 0.0
K -0.80012 -0.46681 -0.56023 -0.2 -0.4 -0.1
O -3.28960 -0.05710 0.64896 -0.9 0.6 -0.1
C -4.18693 0.75541 0.66014 0.8 -0.4 0.3
H -4.07203 1.75117 0.18632 -0.1 -0.2 0.0
H -5.12917 0.55398 1.20690 0.1 0.0 -0.2
```
Forces are in eV/Å.



Entry 5:
Computed, not measured: an isolated ion of composition C8H7BrF3N2O and charge +1 at a distorted geometry, with ωB97M-V/def2-TZVPD.

Output
- Charge: +1
- Kohn-Sham gap: 8.90 eV
- Energy relative to the best compared isomer or geometry (same formula, charge and spin): 0.00 kJ/mol
- Molecular weight: 284.055 Da

Structure (XYZ):
```
22
Properties=species:S:1:pos:R:3:forces:R:3
C -2.01835 0.33559 1.03232 0.5 -0.1 -0.1
C -1.06158 -0.64737 1.10642 0.0 0.1 -0.1
C -1.73643 1.52607 0.34807 0.3 0.1 -0.1
C -0.50811 1.68625 -0.22832 -0.8 0.3 0.2
C 0.18205 -0.44740 0.49305 -0.3 -0.1 0.2
C 1.72176 0.87729 -0.74876 2.0 -3.3 0.8
C 2.28500 -1.18739 -0.34908 -0.8 3.6 -0.9
C 3.67477 -1.20841 0.28928 0.2 0.1 0.1
N 0.42996 0.71186 -0.16260 -0.3 -0.2 0.2
N 1.19264 -1.34394 0.53443 0.3 -0.3 -0.2
O 2.15168 -1.86433 -1.50444 -0.2 -0.3 0.2
F 3.69425 -0.57934 1.45491 -0.2 0.1 0.0
F 4.05176 -2.47404 0.49539 -0.1 -0.3 0.0
F 4.57444 -0.64660 -0.52211 -0.2 0.0 -0.2
Br 2.83611 2.17099 0.09034 -0.4 -0.1 -0.2
H -2.97288 0.19932 1.51228 -0.1 -0.1 0.0
H -1.24747 -1.57453 1.62232 0.0 -0.1 0.1
H -2.46792 2.31307 0.28405 0.0 0.1 -0.1
H -0.22373 2.58993 -0.74527 0.1 0.0 -0.1
H 1.73587 0.92484 -1.83187 -0.1 0.1 0.1
H 1.04561 -2.23804 0.99132 -0.1 0.2 -0.1
H 2.97571 -1.96117 -2.00477 0.1 0.1 0.2
```
Forces are in eV/Å.



Entry 6:
Computed, not measured: the molecule C5H5NS at a distorted geometry, with ωB97M-V/def2-TZVPD.

Output
- Kohn-Sham gap: 9.35 eV
- Energy relative to the best compared isomer or geometry (same formula, charge and spin): 107.89 kJ/mol
- Structure (SMILES): N#C/C=C/[C@H]1CS1
- Molecular weight: 111.169 Da

Structure (XYZ):
```
12
Properties=species:S:1:pos:R:3:forces:R:3
N 3.88776 -0.33893 -0.39654 -1.5 0.4 0.4
C 2.82494 -0.06563 -0.01254 1.3 -0.5 -0.2
C 1.55195 0.27962 0.56629 0.2 -0.2 -1.3
C 0.41621 0.13040 -0.13409 1.2 -0.7 0.6
C -0.86447 0.48015 0.38407 -1.7 0.5 0.4
C -1.95033 0.88258 -0.54722 -0.2 0.6 -1.3
S -2.23450 -0.72879 0.08019 0.3 -0.8 0.8
H 1.62930 0.70306 1.54811 -0.3 0.2 0.3
H 0.36392 -0.42295 -1.05639 0.5 0.2 -0.5
H -0.88611 0.96879 1.34935 -0.1 -0.1 0.1
H -2.66694 1.63127 -0.26201 0.0 0.3 0.4
H -1.77222 0.91031 -1.62534 0.3 0.1 0.3
```
Forces are in eV/Å.